This record from the Open Molecules 2025 dataset describes a single C4H8O4 molecule in a non-equilibrium geometry. The level of theory is wB97M-V/def2-TZVPD.

```
! wB97M-V def2-TZVPD RIJCOSX def2/J DEFGRID3
* xyz 0 1
C -1.942 -1.094 0.006
C 0.062 -0.157 -0.299
C 0.240 2.057 0.080
C 1.525 -0.730 -0.143
H -2.105 -0.214 0.843
H -2.562 -1.959 0.104
H -2.522 -0.792 -1.069
H -0.096 0.142 -1.294
H 0.029 2.984 0.694
H 1.497 1.714 -0.140
H 0.081 1.914 -1.141
H 2.360 -1.418 1.403
O -0.630 -1.445 -0.263
O -0.142 0.840 0.664
O 1.477 -1.187 1.333
O 2.727 -0.657 -0.778
*
```

- HOMO (eV) = -10.2467
- largest force on an atom (eV/A) = 9.4
- lowest unoccupied orbital energy (Eh) = 0.0071
- structure (SMILES) = COC(OC)C(=O)O

This record from the Open Molecules 2025 dataset describes C45H54AsBLaN6OPS7 as an isolated structure in a non-equilibrium geometry. The level of theory is wB97M-V/def2-TZVPD.

```
! wB97M-V def2-TZVPD RIJCOSX def2/J DEFGRID3
* xyz 0 1
La -0.088 -2.006 -0.664
C 2.306 -0.077 3.768
C 2.425 0.411 2.364
C 3.604 0.811 1.825
C 3.676 1.189 0.450
N 2.619 1.249 -0.290
N 1.433 0.876 0.225
B 0.257 1.117 -0.612
N 0.441 1.609 -2.030
N 0.726 2.918 -1.941
C 1.012 3.594 -3.007
C 1.138 2.934 -4.262
C 0.781 1.629 -4.379
C 0.886 0.876 -5.662
C 0.280 0.949 -3.212
S -0.486 -0.529 -3.348
C 1.194 5.094 -2.814
C 1.451 5.810 -4.139
C -0.097 5.642 -2.183
C 2.368 5.350 -1.861
N -0.915 1.768 0.100
N -0.478 2.815 0.815
C -1.331 3.579 1.422
C -2.727 3.343 1.293
C -3.179 2.259 0.609
C -4.627 1.922 0.484
C -2.208 1.382 0.021
S -2.611 -0.089 -0.682
C -0.781 4.699 2.290
C -1.338 6.048 1.819
C -1.227 4.433 3.736
C 0.748 4.738 2.232
C 1.290 0.364 1.500
S -0.160 -0.346 1.968
C 4.983 1.607 -0.209
C 5.000 3.143 -0.247
C 5.043 1.052 -1.638
C 6.191 1.098 0.581
H 3.194 0.183 4.342
H 2.194 -1.164 3.756
H 1.418 0.334 4.248
H 4.499 0.794 2.431
H 1.521 3.466 -5.121
H 1.381 1.474 -6.425
H -0.105 0.587 -6.014
H 1.443 -0.048 -5.497
H 0.635 5.649 -4.847
H 2.387 5.484 -4.596
H 1.529 6.882 -3.956
H -0.951 5.480 -2.845
H 0.000 6.714 -2.000
H -0.292 5.133 -1.239
H 3.308 5.019 -2.306
H 2.215 4.809 -0.927
H 2.448 6.417 -1.644
H -3.433 4.018 1.761
H -5.245 2.638 1.021
H -4.803 0.919 0.873
H -4.920 1.905 -0.567
H -2.429 6.075 1.863
H -1.027 6.258 0.794
H -0.956 6.842 2.462
H -2.315 4.465 3.831
H -0.806 5.192 4.397
H -0.883 3.452 4.070
H 1.089 4.911 1.211
H 1.176 3.794 2.570
H 1.118 5.543 2.868
H 4.188 3.504 -0.877
H 5.951 3.495 -0.653
H 4.878 3.564 0.755
H 4.167 1.360 -2.205
H 5.064 -0.039 -1.627
H 5.942 1.419 -2.136
H 6.301 1.619 1.535
H 7.095 1.278 0.000
H 6.117 0.024 0.764
S 2.124 -2.641 0.996
As 2.493 -3.324 -1.062
S 2.369 -1.409 -2.092
S 0.670 -4.444 -1.645
S 4.292 -4.337 -1.308
O -1.445 -3.288 0.851
P -2.072 -4.656 0.865
C -2.552 -5.208 -0.788
C -3.393 -4.351 -1.499
C -3.831 -4.706 -2.764
C -3.435 -5.918 -3.315
C -2.594 -6.766 -2.610
C -2.150 -6.416 -1.343
C -3.622 -4.577 1.795
C -3.743 -3.582 2.761
C -4.898 -3.496 3.522
C -5.931 -4.400 3.319
C -5.817 -5.384 2.347
C -4.665 -5.473 1.582
C -1.043 -5.924 1.622
C -1.571 -7.160 1.999
C -0.733 -8.135 2.509
C 0.629 -7.885 2.643
C 1.150 -6.652 2.283
C 0.314 -5.669 1.775
H -3.702 -3.412 -1.050
H -4.481 -4.042 -3.319
H -3.782 -6.201 -4.300
H -2.268 -7.698 -3.051
H -1.470 -7.060 -0.801
H -2.932 -2.877 2.896
H -4.993 -2.724 4.275
H -6.831 -4.335 3.917
H -6.631 -6.079 2.184
H -4.584 -6.225 0.805
H -2.634 -7.350 1.903
H -1.138 -9.095 2.804
H 1.283 -8.658 3.027
H 2.208 -6.448 2.379
H 0.720 -4.705 1.494
*
```

- HOMO (eV) = -6.5183
- largest force on an atom (eV/A) = 2.0
- lowest unoccupied orbital energy (Eh) = -0.0641

This record from the Open Molecules 2025 dataset describes C5H7NO as an isolated structure. The level of theory is wB97M-V/def2-TZVPD.

```
! wB97M-V def2-TZVPD RIJCOSX def2/J DEFGRID3
* xyz 0 1
O 0.481 0.225 -1.784
C -1.032 -0.725 -1.542
C -1.435 -0.706 -0.201
C -0.774 -0.208 0.773
C -0.243 0.354 1.938
C 0.747 0.744 0.805
N 0.147 1.722 1.710
H 0.209 1.045 -2.221
H -1.660 -0.164 -2.237
H -0.682 -1.666 -1.961
H 0.088 -0.166 2.828
H 0.617 0.528 -0.702
H 1.749 0.413 1.080
H -0.599 2.218 1.226
*
```

- HOMO (eV) = -8.1779
- largest force on an atom (eV/A) = 0.4
- lowest unoccupied orbital energy (Eh) = 0.0199

This record from the Open Molecules 2025 dataset describes a 2-piece molecular cluster, Cl4N4 overall in a non-equilibrium geometry. The level of theory is wB97M-V/def2-TZVPD.

```
! wB97M-V def2-TZVPD RIJCOSX def2/J DEFGRID3
* xyz 0 1
N -0.767 -0.711 1.364
N -1.842 -1.095 1.065
N 0.270 -0.102 1.116
N 1.222 0.955 -1.172
Cl -2.226 -0.947 -0.665
Cl 1.456 0.155 2.244
Cl 1.708 -0.296 -2.165
Cl 0.178 2.041 -1.787
*
```

- HOMO (spin up / spin down) (eV) = -9.7399 / -9.6845
- largest force on an atom (eV/A) = 2.3
- lowest unoccupied orbital energy (spin up / spin down) (Eh) = -0.0476 / -0.1011